The following is a quantum chemistry calculation of a 8-piece molecular cluster, C16H45N3O13 overall at a distorted geometry, from the OMol25 dataset.

Cartesian coordinates (Å):
H 5.315781 0.087607 0.048825
H 3.111606 5.060001 2.358394
C -4.094585 -3.532004 0.758726
H 3.781863 3.924487 3.492854
H -0.637137 -1.798817 -2.621739
H -2.216991 -4.100948 1.620789
O -3.532646 2.058861 -4.004804
H 4.020536 -3.129967 -1.087687
H 0.091609 -1.238215 2.862223
O -3.492587 3.794019 0.574526
C 2.163011 -2.365804 -2.075239
O 2.535949 3.189054 1.939058
H -1.790083 0.983440 -4.072135
H -2.232231 2.750063 2.560924
O -5.014496 -4.323513 0.606775
H -3.167604 2.021438 -0.420950
H -0.888646 2.711177 0.044742
O -1.608779 -0.571630 0.966532
H 1.541742 -1.190868 1.894401
H -0.683840 3.535630 2.426146
C -2.667398 1.074265 -3.425616
H -1.360235 1.002913 -1.662642
H -1.721675 4.944302 0.555866
H -3.038367 -1.951704 0.017759
C 2.945521 -3.277086 -1.156543
H -2.734016 5.080525 1.971827
C 5.501087 -0.943538 1.871880
H -3.609537 -4.165608 2.726708
H -1.182357 -4.761630 -4.757210
N 2.799433 -1.888159 -3.160720
H -3.848381 1.668247 -4.825399
H -1.940817 2.578391 -2.097969
O -3.323860 1.372750 -1.126401
C -0.218571 -0.783038 0.774823
H -4.445412 -2.283818 -0.894494
O 6.208817 -1.882371 1.538204
H 2.474918 -3.218540 -0.179872
H -2.774876 -2.840733 -4.088934
H 0.887938 4.864421 3.336614
O 0.843056 0.661081 2.454878
C -2.354856 4.359777 1.238905
H 3.863046 -0.827309 0.513656
H -2.894652 -2.600713 2.290114
H -0.057074 -1.793539 0.397899
H 2.784584 -4.281353 -1.566652
H 2.119278 5.274081 4.530045
H 3.713570 -2.218257 -3.405502
O 1.400233 3.292170 4.597598
C 1.750648 4.466145 3.883523
O -1.248065 -1.676839 -3.374344
H 4.788304 0.147063 3.506206
O -1.216193 2.286970 0.846272
H -3.835875 4.488868 0.002404
H 6.051908 -0.945828 3.842552
H -1.858262 0.273501 0.574653
C 0.584533 -0.682549 2.055688
C 4.663283 -0.184011 0.876717
H -1.928920 -3.492200 -2.688059
H 0.156229 1.201196 2.037167
C -2.248154 1.516799 -2.057159
H 2.178812 2.398788 2.374811
N 5.468923 -0.501475 3.154655
O -0.685058 -3.103008 -5.803238
O 1.016916 -2.026415 -1.791588
C -0.850207 -3.742734 -4.550745
C -3.135020 -3.600416 1.929993
H 0.118910 -3.836435 -4.039544
H -0.210868 -2.278374 -5.661521
H 2.281603 -1.244125 -3.736107
C 2.873343 4.151231 2.919413
N -3.879103 -2.501191 -0.097078
C -1.554229 3.225053 1.845509
C -1.788463 -2.976222 -3.644057
H -3.159030 0.106832 -3.294530
H 0.693615 3.536140 5.203562
H 0.157697 -0.056449 0.050797
H 4.240851 0.730146 1.292862

Atomic forces in eV per Å
H -0.1 -0.1 -0.1
H -0.1 0.0 0.1
C -0.8 -0.2 -0.4
H -0.1 -0.4 -0.1
H 0.0 0.3 -0.5
H 0.0 0.0 0.0
O 0.0 -0.3 0.2
H 0.0 0.3 -0.1
H -0.2 0.1 -0.1
O 0.6 0.3 -0.1
C 0.1 0.6 0.8
O 0.0 -0.2 0.3
H 0.1 -0.3 0.2
H 0.2 -0.4 -0.2
O 0.3 0.2 0.2
H -0.3 -0.1 -0.1
H 0.1 0.2 0.2
O -0.2 -0.2 0.1
H 0.1 0.2 0.0
H 0.1 0.3 -0.3
C 0.1 0.1 0.0
H -0.1 -0.5 -0.5
H -0.1 -0.2 -0.2
H -0.2 0.2 0.1
C -0.5 -0.5 -0.5
H 0.3 -0.2 0.3
C 0.4 -0.4 -0.1
H 0.0 -0.1 0.0
H -0.3 0.1 0.0
N -0.3 -0.1 0.0
H -0.1 0.2 0.0
H -0.2 -0.1 -0.2
O 0.4 0.0 -0.2
C 0.1 -0.2 0.3
H -0.3 -0.4 0.0
O -0.2 0.3 0.0
H 0.1 -0.1 0.1
H 0.1 0.0 -0.2
H 0.0 -0.1 -0.1
O -0.1 0.1 -0.1
C -0.1 0.5 0.0
H 0.0 0.0 -0.1
H 0.1 0.0 -0.1
H -0.2 0.1 -0.3
H 0.1 -0.1 0.3
H -0.1 -0.1 0.2
H 0.1 0.2 -0.1
O 0.0 0.3 0.0
C 0.3 0.3 -0.3
O 0.0 -0.3 0.2
H -0.1 0.1 -0.3
O 0.2 -0.6 0.0
H -0.2 -0.2 -0.1
H 0.0 -0.2 -0.1
H -0.1 0.0 0.1
C 0.1 -0.1 0.0
C 0.0 0.2 0.2
H 0.0 -0.2 -0.1
H 0.0 0.0 0.1
C 0.1 1.0 0.9
H 0.0 0.0 0.0
N -0.1 0.2 0.4
O 0.1 -0.1 -0.2
O 0.3 -0.3 -0.2
C 0.3 0.0 0.1
C -0.1 0.1 -0.1
H 0.0 0.0 0.0
H -0.2 0.1 0.1
H 0.2 -0.1 -0.2
C -0.1 0.4 -0.2
N 1.0 0.4 0.2
C -1.0 0.4 0.3
C 0.0 0.3 0.4
H 0.0 0.0 -0.3
H 0.0 -0.2 0.1
H 0.2 -0.2 -0.1
H -0.1 0.0 0.0

Summary:
Energy   -1779.01264 a.u.
Structure (SMILES)   CC(N)=O.CC(N)=O.CC(N)=O.OCCO.OCCO.OCCO.OCCO.OCCO
Net charge   0
Kohn-Sham gap   9.28 eV

Atom charges from the Löwdin analysis, given in e for atoms 1 to 5: number 1, H, carries 0.0888; number 2, H, carries 0.1212; number 3, C, carries -0.5947; number 4, H, carries 0.1200; number 5, H, carries 0.0408